1.
{
  "formula": "C28H32IrN5O2S",
  "method": "ωB97M-V/def2-TZVPD",
  "species": ["Ir", "C", "C", "C", "C", "C", "C", "N", "N", "C", "C", "C", "C", "C", "N", "H", "H", "H", "H", "H", "H", "H", "H", "H", "O", "N", "C", "C", "C", "C", "C", "S", "H", "H", "H", "H", "C", "C", "C", "O", "H", "H", "H", "H", "H", "H", "H", "C", "N", "C", "C", "C", "C", "C", "C", "C", "C", "H", "H", "H", "H", "H", "H", "H", "H", "H", "H", "H", "H"],
  "coordinates": [[0.315, 0.165, 1.025], [-2.295, -1.113, -3.630], [-0.910, -0.883, -3.816], [-0.047, -0.991, -2.713], [-0.478, -1.457, -1.509], [-1.832, -2.123, -1.379], [-2.753, -1.619, -2.463], [0.361, -1.332, -0.366], [1.473, -2.055, -0.446], [2.300, -1.893, 0.602], [3.490, -2.647, 0.701], [4.320, -2.445, 1.768], [3.988, -1.495, 2.753], [2.822, -0.790, 2.605], [1.995, -0.983, 1.566], [-2.991, -0.842, -4.414], [-0.538, -0.515, -4.761], [0.973, -0.637, -2.790], [-3.132, -2.363, 0.066], [-3.815, -1.742, -2.290], [3.710, -3.361, -0.079], [5.236, -3.014, 1.854], [4.629, -1.313, 3.603], [2.506, -0.033, 3.313], [0.568, 1.591, 2.512], [-0.455, 1.791, 3.349], [-0.394, 2.921, 4.089], [-1.354, 3.206, 5.014], [-2.412, 2.303, 5.182], [-2.458, 1.171, 4.415], [-1.461, 0.891, 3.460], [-1.502, -0.494, 2.449], [0.462, 3.540, 3.871], [-1.282, 4.116, 5.590], [-3.189, 2.501, 5.907], [-3.261, 0.455, 4.510], [-3.059, -4.371, -1.520], [-1.694, -3.679, -1.538], [-0.786, -4.306, -0.483], [-2.359, -1.810, -0.090], [-2.925, -5.441, -1.683], [-3.731, -4.000, -2.293], [-3.554, -4.268, -0.548], [-1.249, -3.826, -2.527], [-1.089, -4.003, 0.522], [0.253, -4.020, -0.622], [-0.854, -5.394, -0.542], [3.009, 1.233, -1.077], [2.826, 2.665, -0.976], [2.767, 3.284, -2.284], [1.721, 3.045, -0.095], [0.315, 2.745, -0.593], [-0.295, 3.696, -1.413], [-1.562, 3.507, -1.938], [-2.251, 2.340, -1.639], [-1.661, 1.384, -0.828], [-0.383, 1.565, -0.286], [3.901, 1.022, -1.670], [2.157, 0.717, -1.546], [3.158, 0.811, -0.082], [3.696, 3.077, -2.819], [2.670, 4.366, -2.179], [1.930, 2.925, -2.903], [1.801, 4.125, 0.065], [1.891, 2.563, 0.868], [0.240, 4.614, -1.634], [-2.009, 4.266, -2.567], [-3.246, 2.171, -2.034], [-2.217, 0.485, -0.591]],
  "forces_ev_per_angstrom": [[0.06, 0.04, 0.02], [-0.02, 0.00, 0.00], [0.01, 0.01, -0.03], [0.00, 0.00, 0.05], [-0.02, 0.01, -0.01], [-0.01, 0.01, -0.01], [0.03, -0.02, 0.01], [0.02, -0.01, -0.03], [0.01, 0.01, 0.03], [-0.05, 0.01, -0.03], [0.02, 0.01, 0.02], [-0.01, -0.01, -0.02], [0.00, 0.00, 0.01], [-0.01, 0.00, -0.01], [-0.02, -0.03, 0.01], [0.00, 0.00, 0.00], [0.00, 0.00, 0.00], [0.00, 0.00, 0.00], [-0.01, 0.00, -0.01], [0.00, 0.00, -0.01], [0.00, 0.00, 0.00], [0.00, 0.00, 0.00], [0.00, 0.00, 0.00], [0.00, 0.00, 0.00], [0.00, 0.01, -0.01], [-0.02, -0.02, 0.01], [0.00, 0.00, 0.01], [0.01, 0.00, -0.01], [-0.01, -0.01, 0.00], [0.00, 0.01, 0.00], [0.03, 0.03, -0.01], [0.01, -0.05, 0.01], [0.00, 0.00, 0.00], [0.00, 0.00, 0.00], [0.00, 0.00, 0.00], [0.00, 0.00, 0.00], [-0.01, 0.02, -0.02], [0.01, 0.00, 0.02], [0.00, 0.01, 0.00], [0.04, 0.01, 0.02], [0.00, 0.00, 0.01], [0.00, -0.01, 0.00], [0.00, -0.01, 0.00], [-0.01, -0.01, 0.00], [-0.01, 0.00, 0.00], [0.01, 0.00, 0.00], [0.01, 0.00, -0.01], [-0.01, -0.01, 0.01], [0.01, 0.00, 0.00], [0.01, 0.00, -0.02], [0.01, 0.01, -0.02], [0.01, 0.01, 0.01], [0.00, 0.00, 0.01], [-0.02, -0.01, 0.00], [0.03, 0.03, 0.00], [-0.02, -0.02, 0.00], [-0.07, -0.01, -0.02], [0.00, 0.00, 0.00], [0.01, 0.00, 0.00], [0.00, -0.01, 0.01], [0.00, 0.00, 0.00], [0.00, 0.00, 0.00], [0.00, 0.00, 0.00], [0.00, 0.00, 0.01], [-0.01, 0.00, -0.01], [0.00, 0.00, 0.00], [0.00, 0.00, 0.00], [0.00, 0.00, 0.00], [0.02, 0.00, 0.00]],
  "spin_multiplicity": 5,
  "largest_force_ev_per_a": 0.074,
  "s2": 6.062,
  "e_above_lowest_kcal_mol": 0.0
}



2.
{
  "formula": "C28H32N2O2",
  "method": "ωB97M-V/def2-TZVPD",
  "species": ["C", "C", "C", "N", "C", "C", "C", "C", "C", "C", "C", "H", "H", "H", "H", "H", "H", "H", "H", "H", "H", "H", "H", "H", "H", "H", "H", "H", "O", "C", "O", "C", "C", "C", "C", "C", "C", "C", "C", "N", "C", "C", "C", "C", "C", "C", "C", "C", "C", "H", "H", "H", "H", "H", "H", "H", "H", "H", "H", "H", "H", "H", "H", "H"],
  "coordinates": [[-4.313, -1.596, -3.199], [-3.578, -0.485, -2.436], [-2.121, -0.375, -2.899], [-1.403, -1.673, -2.899], [0.011, -1.674, -2.906], [0.804, -0.653, -2.530], [2.255, -0.950, -2.763], [2.319, -2.423, -3.215], [0.842, -2.821, -3.420], [-2.130, -2.826, -3.489], [-3.581, -2.930, -3.006], [-5.369, -1.666, -2.893], [-4.330, -1.347, -4.268], [-4.094, 0.479, -2.546], [-3.598, -0.715, -1.363], [-2.064, 0.040, -3.910], [-1.580, 0.318, -2.247], [0.444, 0.264, -2.102], [2.647, -0.288, -3.547], [2.851, -0.766, -1.858], [2.914, -2.554, -4.129], [2.788, -3.047, -2.444], [0.594, -3.745, -2.884], [0.616, -2.983, -4.481], [-2.089, -2.733, -4.579], [-1.586, -3.742, -3.234], [-3.585, -3.188, -1.940], [-4.106, -3.750, -3.515], [4.833, -1.370, 1.760], [4.295, -0.729, 2.663], [4.680, 0.327, 3.162], [2.982, -1.291, 3.187], [2.901, -1.293, 4.729], [1.736, -0.407, 5.063], [1.168, 0.100, 3.885], [0.197, 1.094, 3.969], [-0.230, 1.519, 5.206], [0.312, 0.989, 6.366], [1.312, 0.034, 6.301], [1.863, -0.418, 2.751], [1.855, 0.110, 1.477], [0.798, 0.866, 1.000], [0.920, 1.917, 0.115], [-0.115, 2.859, -0.164], [0.221, 4.075, -0.785], [-0.731, 5.031, -1.030], [-2.048, 4.810, -0.673], [-2.406, 3.627, -0.053], [-1.460, 2.666, 0.209], [2.831, -2.297, 2.769], [2.759, -2.295, 5.149], [3.818, -0.869, 5.156], [-0.168, 1.586, 3.088], [-0.979, 2.290, 5.269], [-0.019, 1.354, 7.324], [1.777, -0.341, 7.197], [2.786, 0.088, 0.934], [-0.165, 0.683, 1.438], [1.899, 2.119, -0.285], [1.252, 4.263, -1.033], [-0.447, 5.963, -1.487], [-2.794, 5.558, -0.878], [-3.431, 3.460, 0.233], [-1.757, 1.751, 0.690]],
  "forces_ev_per_angstrom": [[-0.05, 0.01, -0.02], [0.00, -0.29, -0.02], [0.54, -0.57, 0.06], [-0.17, -0.54, 0.50], [-0.64, 1.04, 0.11], [-0.34, -0.75, -0.15], [0.43, 0.56, 0.13], [-0.19, 0.05, 0.23], [-0.38, -0.69, -0.28], [0.55, 0.48, 0.17], [0.04, 0.25, 0.12], [0.33, -0.01, 0.06], [0.04, 0.00, 0.04], [0.26, -0.18, -0.14], [0.06, -0.06, -0.09], [-0.15, 0.18, -0.17], [-0.11, -0.15, -0.06], [0.05, 0.29, -0.04], [0.11, -0.04, 0.16], [0.07, -0.06, -0.22], [-0.25, 0.07, 0.26], [-0.17, 0.17, -0.16], [0.06, 0.04, -0.19], [-0.02, -0.14, 0.11], [-0.26, -0.09, -0.24], [-0.11, 0.19, 0.00], [0.06, 0.07, -0.06], [0.25, 0.23, -0.06], [-0.04, -0.97, -0.92], [1.24, 0.29, -0.56], [-0.32, 1.11, 0.89], [-0.72, -0.85, 0.81], [-0.04, -0.20, 0.21], [0.24, -0.02, -0.90], [-0.17, -0.08, 0.72], [0.25, -0.19, -0.73], [-0.06, 0.02, 0.31], [-0.01, -0.01, 0.10], [-0.06, -0.04, -0.25], [0.17, 1.58, -2.96], [0.94, -1.00, 3.74], [-1.28, 1.67, -1.22], [0.56, -1.79, 1.51], [-0.98, 0.88, -0.33], [0.21, -0.68, 0.28], [-0.16, 0.33, -0.06], [0.02, 0.12, -0.11], [-0.20, -0.06, 0.08], [0.63, -0.14, -0.17], [-0.09, 0.41, 0.05], [0.07, 0.08, -0.21], [-0.14, -0.04, -0.19], [-0.22, 0.10, -0.02], [-0.10, 0.12, -0.01], [-0.08, 0.04, 0.16], [0.08, -0.06, 0.14], [0.31, -0.74, -0.11], [-0.21, -0.07, 0.04], [0.28, 0.06, -0.21], [0.22, 0.00, -0.14], [0.05, 0.16, -0.12], [-0.15, 0.15, -0.01], [-0.17, -0.05, 0.04], [-0.10, -0.23, 0.09]],
  "spin_multiplicity": 1,
  "largest_force_ev_per_a": 3.989,
  "e_above_lowest_kcal_mol": 105.6
}



3.
{
  "formula": "C28H32N4Re",
  "method": "ωB97M-V/def2-TZVPD",
  "species": ["Re", "C", "N", "C", "C", "C", "C", "C", "C", "N", "C", "C", "C", "C", "C", "C", "N", "C", "C", "C", "C", "C", "N", "H", "H", "H", "H", "H", "H", "H", "H", "H", "H", "H", "H", "H", "H", "H", "H", "H", "H", "C", "C", "C", "C", "C", "C", "C", "C", "C", "C", "H", "H", "H", "H", "H", "H", "H", "H", "H", "H", "H", "H", "H", "H"],
  "coordinates": [[0.018, 0.137, -0.091], [0.609, -2.146, 1.732], [-0.597, -1.323, 1.416], [-1.664, -2.137, 0.755], [-2.624, -1.224, 0.038], [-3.964, -1.510, -0.118], [-4.768, -0.622, -0.828], [-4.207, 0.544, -1.339], [-2.858, 0.769, -1.154], [-2.074, -0.108, -0.499], [-1.130, -0.631, 2.648], [-1.056, 0.870, 2.565], [-1.459, 1.687, 3.603], [-1.341, 3.066, 3.471], [-0.821, 3.602, 2.293], [-0.444, 2.738, 1.292], [-0.562, 1.397, 1.426], [1.833, -1.272, 1.818], [2.923, -1.597, 2.600], [4.059, -0.793, 2.544], [4.058, 0.331, 1.723], [2.933, 0.609, 0.978], [1.842, -0.184, 1.011], [0.764, -2.874, 0.930], [0.467, -2.715, 2.652], [-2.174, -2.770, 1.482], [-1.196, -2.803, 0.024], [-4.383, -2.412, 0.313], [-5.822, -0.834, -0.962], [-4.811, 1.274, -1.862], [-2.385, 1.667, -1.532], [-0.567, -0.959, 3.522], [-2.168, -0.929, 2.809], [-1.859, 1.250, 4.510], [-1.648, 3.719, 4.279], [-0.713, 4.670, 2.160], [-0.037, 3.104, 0.353], [2.892, -2.471, 3.238], [4.930, -1.040, 3.138], [4.918, 0.985, 1.662], [2.886, 1.486, 0.343], [2.564, 2.226, -4.087], [1.793, 2.321, -2.740], [1.134, 3.690, -2.580], [0.855, 1.164, -2.725], [-0.324, 1.168, -3.515], [-1.053, 0.020, -3.723], [-0.704, -1.214, -3.112], [-1.403, -2.464, -3.473], [0.389, -1.218, -2.230], [1.187, -0.047, -2.054], [3.297, 3.032, -4.118], [1.889, 2.352, -4.935], [3.085, 1.274, -4.194], [2.542, 2.182, -1.952], [0.623, 4.012, -3.489], [1.895, 4.444, -2.384], [0.413, 3.707, -1.757], [-0.602, 2.078, -4.036], [-1.894, 0.041, -4.408], [-1.218, -3.280, -2.776], [-1.026, -2.807, -4.449], [-2.474, -2.324, -3.632], [0.769, -2.179, -1.891], [2.214, -0.168, -1.711]],
  "forces_ev_per_angstrom": [[-0.43, -1.07, -0.01], [0.46, -0.13, -0.02], [0.20, 0.56, -0.62], [-0.26, -0.15, -0.28], [-0.12, -0.12, 0.07], [0.04, 0.03, 0.03], [0.03, -0.01, 0.01], [0.04, -0.04, 0.05], [-0.17, 0.14, -0.05], [0.42, 0.18, 0.11], [-0.09, 0.31, 0.20], [-0.01, -0.06, 0.08], [0.00, -0.05, -0.03], [0.03, -0.01, -0.07], [-0.03, -0.09, 0.04], [0.02, 0.25, -0.04], [0.19, 0.17, -0.12], [0.04, -0.16, 0.20], [-0.07, 0.05, -0.05], [-0.02, 0.01, -0.01], [-0.08, -0.01, -0.02], [0.16, 0.15, 0.02], [-0.55, -0.01, -0.52], [-0.14, 0.02, -0.03], [-0.13, 0.02, 0.00], [0.04, 0.04, 0.06], [0.11, 0.02, 0.07], [0.01, 0.00, 0.01], [-0.01, 0.03, 0.00], [0.02, 0.00, -0.02], [0.00, -0.02, 0.03], [0.03, -0.11, -0.06], [0.01, -0.08, -0.06], [0.01, 0.01, 0.00], [-0.01, -0.01, 0.01], [0.01, 0.00, -0.02], [0.00, -0.02, 0.04], [0.01, 0.00, 0.00], [0.00, 0.01, 0.01], [0.00, 0.00, 0.00], [0.00, -0.04, -0.02], [-0.08, 0.00, 0.03], [0.30, 0.06, -0.09], [-0.08, 0.02, -0.10], [0.02, -0.02, 0.57], [-0.28, -0.14, -0.12], [0.04, 0.17, -0.05], [0.24, 0.02, 0.32], [-0.15, -0.21, -0.20], [-0.05, -0.14, 0.35], [0.27, 0.28, -0.01], [0.03, -0.01, -0.01], [-0.01, 0.02, 0.01], [0.03, 0.03, 0.01], [-0.09, -0.07, 0.05], [-0.06, -0.07, 0.03], [0.02, -0.02, 0.04], [0.00, 0.07, 0.00], [0.01, -0.01, 0.00], [0.00, 0.01, 0.00], [-0.02, 0.03, 0.04], [0.05, 0.06, 0.03], [0.00, 0.05, 0.09], [0.05, 0.03, 0.02], [-0.02, 0.03, 0.01]],
  "spin_multiplicity": 4,
  "largest_force_ev_per_a": 1.157,
  "energy_ev": -37604.816,
  "charge": 4,
  "s2": 3.788
}